[1]
Entry from the Open Molecules 2025 dataset: 4 unconnected molecules or ions with the total composition C24H57N in a non-equilibrium geometry (ωB97M-V with the def2-TZVPD basis set).

Its strongest force on any atom is 9.7 eV/Å. As for the total charge: 0. As for the SMILES: CCN(CC)CC.CCCCCC.CCCCCC.CCCCCC. The HOMO-LUMO gap comes out at 0.3334 Ha.

The geometry in XYZ format:
```
82
Properties=species:S:1:pos:R:3:forces:R:3:mulliken_charge:R:1
C 0.966 0.152 2.097 1.4787 3.0114 0.0291 -0.847
C 1.517 1.568 1.596 1.4504 -0.8140 -1.2896 -0.014
N 3.011 1.574 1.797 1.2343 0.6128 -1.7980 0.296
C 3.844 1.733 0.462 -4.9274 -0.3874 2.2635 0.331
C 4.058 3.032 -0.122 -2.1919 2.2879 -1.7485 -1.308
C 3.497 2.395 2.928 1.4872 -0.5676 -2.6935 -0.483
C 4.915 2.005 3.213 3.0667 -0.2529 -1.1840 -1.453
H -0.021 -0.142 1.925 -1.6754 -0.2026 -1.5034 0.032
H 0.856 0.364 3.132 0.9948 -0.8837 1.5417 0.363
H 1.714 -0.529 1.715 -0.0463 -0.4937 0.6577 0.316
H 1.344 2.488 2.175 -1.8067 -0.4587 -0.5273 0.553
H 1.318 1.583 0.469 0.0372 0.8222 1.5251 -0.526
H 3.172 1.231 -0.203 -0.2686 -0.6446 -0.6367 -0.896
H 4.670 1.167 0.478 3.2416 -2.0386 0.6703 0.625
H 3.108 3.568 -0.329 -0.1790 -0.4575 0.3839 0.278
H 4.397 2.976 -1.146 0.8752 -0.2944 -0.2333 0.440
H 4.558 3.774 0.405 1.6439 0.9379 1.1368 0.389
H 3.037 2.039 3.782 -1.7415 -0.2574 1.7232 0.520
H 3.490 3.518 2.880 -0.5913 -0.7101 -0.3136 0.312
H 5.797 2.445 2.656 -1.4000 -0.2185 -0.7884 0.298
H 5.220 0.927 3.248 -1.0137 0.8141 0.3128 0.281
H 5.174 2.527 4.080 0.2627 0.1540 2.3289 0.500
C -1.084 -2.950 -0.820 -0.9415 -0.9013 1.6362 -1.598
C -0.454 -1.839 -1.520 4.5694 2.4765 2.5369 0.656
C 1.084 -2.065 -1.717 -1.9543 0.7165 -3.2175 -1.420
C 1.812 -0.935 -2.556 0.4456 2.0591 6.0846 0.377
C 3.315 -1.087 -2.470 1.0632 0.2937 -1.9531 -0.668
C 4.132 -0.093 -3.488 -1.8728 -0.0732 4.5041 -1.008
H -1.275 -3.701 -1.547 -0.4410 -1.0388 -0.4139 0.449
H -1.994 -2.421 -0.584 -1.1103 -0.9580 0.7728 0.378
H -0.655 -3.466 0.112 -0.2001 1.2638 -1.3746 0.242
H -0.415 -0.924 -0.837 -0.6076 -0.7892 -0.7960 -0.394
H -1.012 -1.580 -2.357 -0.7633 0.4422 -1.7949 0.499
H 1.142 -3.008 -2.279 0.4783 0.0326 -0.0463 0.378
H 1.376 -2.282 -0.734 1.3504 0.1430 1.3064 0.361
H 1.633 0.188 -2.056 0.1034 -2.7003 -0.5113 -0.720
H 1.321 -0.710 -3.400 -1.3557 -0.1653 -3.8525 0.934
H 3.543 -2.113 -2.770 0.3565 -0.1050 0.6418 0.513
H 3.490 -0.835 -1.420 0.8188 -0.5578 -0.1946 0.219
H 3.821 -0.381 -4.421 -1.1617 -0.0392 -2.5133 0.402
H 5.213 -0.150 -3.521 0.1238 0.1074 0.7696 0.388
H 3.676 0.847 -3.055 1.1316 -0.2567 -1.4589 0.004
C 1.741 3.655 -4.499 1.4617 1.2481 0.4552 -1.463
C 1.126 2.624 -3.560 -0.5308 -2.3710 -0.6034 1.200
C -0.111 3.115 -2.774 2.2262 2.9867 -2.1217 -0.925
C -0.788 2.161 -1.961 -1.3141 -4.1801 0.1017 1.313
C -1.855 2.614 -1.047 -4.4036 -5.1547 -3.4391 -1.660
C -2.505 1.556 -0.127 -1.1631 0.8547 0.4244 -0.672
H 2.334 4.529 -3.941 -1.4056 -1.8468 -1.0007 0.239
H 1.008 4.129 -5.170 0.1362 -0.1694 0.3296 0.350
H 2.488 3.151 -5.143 -0.2842 0.3504 0.2979 0.400
H 1.856 2.290 -2.806 0.0048 0.3453 -0.1366 -0.718
H 0.946 1.600 -4.124 -0.0436 2.0397 0.7327 0.138
H -0.872 3.574 -3.442 0.5321 -0.1188 0.0338 0.358
H 0.401 3.969 -2.283 -0.9283 -0.1284 0.5923 0.258
H -0.246 1.573 -1.264 1.9577 -0.6191 0.2313 -0.724
H -1.160 1.358 -2.707 0.1226 0.9269 1.1681 0.090
H -2.674 2.909 -1.688 -0.6336 0.4426 -0.3503 0.393
H -1.612 3.436 -0.651 2.2454 6.2027 3.9229 0.882
H -3.219 2.019 0.642 1.3299 -0.2893 -0.8403 0.385
H -1.742 0.973 0.401 -0.3776 -0.2639 -0.1279 -0.151
H -3.244 0.969 -0.725 1.0872 -0.1940 0.3574 0.309
C -7.274 -3.010 1.329 -1.0448 -4.6278 0.7653 -1.198
C -6.104 -3.924 1.918 -1.4946 2.8298 1.1868 -0.627
C -4.951 -3.128 2.490 3.6163 -4.4653 -5.4871 -1.100
C -3.772 -4.031 3.092 -1.3596 0.1970 -4.1724 -0.608
C -2.749 -3.141 3.787 -0.8405 -0.2880 -0.7550 -0.599
C -2.170 -1.949 2.935 1.8482 -0.1695 0.2178 -0.639
H -8.147 -3.699 0.869 1.8238 1.3705 1.3686 0.258
H -7.066 -2.364 0.538 0.9165 1.4210 -0.8546 0.373
H -7.570 -2.612 2.263 -1.2011 1.4130 0.3081 0.337
H -5.698 -4.453 1.168 1.0529 -2.8342 -2.5113 0.525
H -6.507 -4.485 2.787 0.0710 -0.2300 -0.9843 0.260
H -5.238 -2.743 3.275 -3.2736 4.5463 7.9312 0.677
H -4.543 -2.334 1.893 0.0584 0.0722 -0.8065 0.430
H -3.315 -4.656 2.150 -0.7568 1.3517 2.3814 0.271
H -4.303 -4.729 3.741 0.5540 -0.1578 0.2093 0.368
H -2.022 -3.911 3.921 1.5527 0.2108 0.5636 0.351
H -3.141 -2.922 4.792 0.1926 0.5779 -0.3985 0.355
H -2.772 -1.179 2.345 0.3390 -1.2594 1.3137 0.264
H -1.450 -2.390 2.204 -0.8602 0.0350 0.0409 -0.004
H -1.389 -1.438 3.570 -1.1774 0.0364 -0.3262 0.304
```
Forces are in eV/Å.

---

[2]
Entry from the Open Molecules 2025 dataset: 13 unconnected molecules or ions with the total composition C24H57N25O14 in a non-equilibrium geometry (ωB97M-V with the def2-TZVPD basis set).

Its strongest force on any atom is 3.1 eV/Å. As for the total charge: 0. The HOMO-LUMO gap comes out at 0.3012 Ha.

The geometry in XYZ format:
```
120
Properties=species:S:1:pos:R:3:forces:R:3:mulliken_charge:R:1
N 7.081 -0.406 3.169 1.2974 1.4489 0.3975 -0.519
C 7.696 0.657 2.799 -0.3507 0.0051 -1.3073 -0.004
C 7.490 1.223 1.333 -0.8297 -0.2577 0.4300 -1.068
C 6.060 1.880 1.345 0.0310 -0.0162 -0.1672 0.531
C 5.811 3.199 1.565 -0.6177 -1.2707 -0.0704 -0.723
C 4.331 3.712 1.599 0.6126 -0.5009 0.3673 0.153
O 4.098 4.889 1.395 0.1166 -0.6055 0.3020 -0.628
C 3.227 2.693 1.940 -1.3640 -1.7696 0.4387 0.609
C 1.916 3.069 2.484 0.5271 -1.9039 -0.3350 -0.384
C 0.940 2.017 2.799 1.5209 -0.8993 -0.6384 -0.584
C 1.222 0.581 2.582 2.3743 1.8278 -0.8778 -0.840
C 2.533 0.199 2.001 -1.1870 2.3208 0.6438 -0.394
C 3.494 1.262 1.711 -0.5519 0.3478 0.2275 0.613
C 4.868 0.882 1.110 -0.2896 0.2987 0.5915 0.203
O 5.028 -0.159 0.511 0.1017 0.7625 0.3564 -0.584
H 7.365 -0.527 4.152 -0.4406 -0.3850 -0.2662 0.253
H 8.357 1.269 3.467 -0.5231 -0.5035 -0.4770 0.340
H 7.499 0.376 0.591 -0.1678 0.7302 0.8792 0.280
H 8.296 1.935 1.025 -0.7898 -0.3894 0.5147 0.386
H 6.676 3.886 1.717 -1.1224 -0.2506 -0.2400 0.351
H 1.683 4.152 2.655 0.2068 -1.2749 -0.1981 0.485
H -0.061 2.284 3.221 1.1270 -0.1686 -0.4532 0.397
H 0.507 -0.237 2.833 0.5862 0.9934 -0.0889 0.668
H 2.763 -0.879 1.800 -0.0757 1.3118 0.2451 0.379
C 3.472 4.024 6.129 0.0688 0.0551 -0.0302 0.604
O 2.658 3.243 5.664 -0.1220 0.0618 0.0878 -0.569
N 4.017 5.036 5.401 -0.0187 0.0863 -0.3503 -0.376
N 3.908 3.952 7.418 -0.0623 -0.1824 0.3399 -0.413
H 4.687 5.684 5.771 -0.0336 -0.0235 -0.0307 0.162
H 3.723 5.126 4.443 0.0467 0.0380 0.0516 0.174
H 3.531 3.217 7.991 0.0733 0.0372 -0.0382 0.225
H 4.576 4.587 7.811 -0.0349 -0.0321 -0.0158 0.147
C 1.545 -3.457 3.769 -0.0195 0.0472 0.0633 0.661
O 1.312 -2.289 4.032 0.0060 0.0204 -0.1019 -0.611
N 0.566 -4.351 3.457 -0.3658 -0.0697 -0.0961 -0.411
N 2.806 -3.971 3.764 0.3777 0.0621 0.0378 -0.394
H 0.746 -5.313 3.239 -0.0126 0.0464 0.0148 0.155
H -0.380 -4.013 3.450 0.0763 -0.0414 0.0246 0.223
H 3.559 -3.345 3.989 -0.0539 -0.0590 -0.0271 0.224
H 3.011 -4.929 3.549 -0.0062 0.0497 0.0110 0.158
C -1.303 0.839 -0.387 -0.1398 -0.3185 -0.2627 0.556
O -1.055 1.776 0.364 0.0162 0.3761 0.1360 -0.426
N -0.621 -0.333 -0.352 0.4634 -0.2125 0.2296 -0.195
N -2.283 0.888 -1.322 -0.4435 0.3526 -0.0134 -0.297
H -0.821 -1.105 -0.964 -0.1751 0.0009 0.0748 0.089
H 0.116 -0.419 0.326 -0.0306 0.0298 -0.0675 0.141
H -2.819 1.739 -1.388 -0.0236 -0.0641 -0.2390 0.127
H -2.492 0.127 -1.942 0.1134 0.0271 -0.0287 0.087
C -3.701 4.259 -3.458 0.1280 0.1097 -0.1001 0.668
O -4.015 3.110 -3.187 -0.0009 -0.1084 0.1393 -0.699
N -2.824 4.567 -4.451 -0.0137 -0.2897 -0.3463 -0.271
N -4.201 5.335 -2.787 -0.2956 0.1018 0.3414 -0.409
H -2.560 5.507 -4.680 0.0542 -0.0461 0.0808 0.156
H -2.428 3.801 -4.974 0.2735 0.0722 0.0188 0.173
H -4.853 5.152 -2.044 0.0725 0.0286 -0.0334 0.235
H -3.952 6.282 -2.998 0.0119 -0.0507 0.0131 0.161
C -3.869 -2.754 -2.335 -0.2999 -0.0859 -0.1432 0.739
O -2.761 -2.783 -1.806 0.1670 -0.0073 -0.2137 -0.637
N -4.293 -3.703 -3.213 0.3365 -0.1508 0.0751 -0.299
N -4.772 -1.770 -2.091 0.1114 0.3516 0.2692 -0.383
H -5.196 -3.687 -3.649 0.0584 -0.0633 -0.0170 0.168
H -3.661 -4.455 -3.427 -0.2535 -0.0734 -0.1436 0.090
H -4.502 -1.045 -1.448 -0.1123 -0.0368 -0.0107 0.259
H -5.679 -1.736 -2.517 0.0474 0.0176 0.0134 0.154
C -0.692 -4.652 -5.298 0.0392 0.1406 0.0054 0.685
O -1.705 -5.137 -5.780 0.0171 -0.1510 0.1267 -0.629
N 0.528 -4.746 -5.897 0.2028 -0.1864 -0.3541 -0.429
N -0.692 -3.976 -4.120 -0.2538 -0.0386 0.2619 -0.209
H 1.365 -4.352 -5.510 -0.0455 -0.0151 -0.0120 0.155
H 0.575 -5.240 -6.771 0.0071 0.0604 0.0689 0.231
H -1.573 -3.880 -3.643 0.1784 0.2890 0.1538 -0.003
H 0.131 -3.573 -3.712 -0.0623 -0.0063 0.0197 0.154
C 0.517 5.823 -0.160 -0.1051 -0.0730 -0.1319 0.583
O 0.725 7.019 -0.015 -0.0428 0.0320 0.0528 -0.728
N 1.505 4.892 -0.148 0.3894 -0.0528 -0.1510 -0.232
N -0.731 5.306 -0.349 -0.3631 0.1305 -0.0684 -0.240
H 1.332 3.910 -0.265 -0.0739 0.0270 0.0480 0.183
H 2.449 5.212 -0.015 -0.0882 -0.0329 0.1305 0.114
H -1.499 5.952 -0.365 0.0490 -0.0869 0.0274 0.165
H -0.911 4.324 -0.471 -0.0038 -0.0591 0.1272 0.123
C -1.218 2.702 -7.581 -0.0187 -0.0058 0.0281 0.658
O -0.944 2.853 -6.401 -0.1178 0.0644 0.0270 -0.663
N -0.479 1.916 -8.410 0.3103 -0.2161 -0.0325 -0.420
N -2.287 3.305 -8.173 -0.2609 0.2417 0.0447 -0.339
H -0.693 1.784 -9.381 0.0100 0.0024 0.0507 0.155
H 0.319 1.452 -8.014 -0.0723 0.0354 -0.0389 0.219
H -2.861 3.894 -7.596 0.0042 -0.0644 -0.0750 0.201
H -2.520 3.187 -9.141 -0.0030 0.0042 0.0532 0.169
C -0.957 -8.158 -2.052 0.1097 -0.0466 0.3072 0.567
O -0.367 -9.141 -1.633 -0.0228 0.0002 -0.1008 -0.679
N -0.851 -7.732 -3.344 0.0128 -0.0205 -0.4723 -0.429
N -1.773 -7.400 -1.272 -0.0787 0.1277 0.2665 -0.264
H -1.332 -6.923 -3.703 0.0345 -0.0037 -0.0775 0.161
H -0.257 -8.262 -3.957 0.0810 0.1527 0.0782 0.218
H -1.881 -7.678 -0.313 -0.0223 0.0082 -0.0983 0.194
H -2.263 -6.592 -1.608 -0.0351 -0.0654 0.0040 0.141
C -3.668 4.674 2.544 0.1051 -0.2191 -0.0459 0.637
O -4.695 4.194 2.092 -0.0333 0.1014 -0.0213 -0.664
N -3.635 5.890 3.162 -0.2094 0.4118 0.1509 -0.382
N -2.465 4.044 2.473 0.0139 -0.3829 -0.0238 -0.155
H -2.798 6.296 3.536 -0.0304 -0.0201 -0.0441 0.168
H -4.502 6.392 3.236 0.0854 -0.0462 0.0011 0.214
H -2.441 3.143 2.023 0.1674 0.0914 -0.0939 0.082
H -1.617 4.432 2.840 -0.0193 0.0148 -0.1077 0.099
C 0.040 0.837 7.988 0.1371 -0.3176 -0.2699 0.582
O -0.267 -0.306 8.283 -0.0635 0.0936 0.1343 -0.678
N 0.913 1.136 6.990 0.1055 -0.0140 -0.0143 -0.159
N -0.469 1.926 8.638 -0.2502 0.2496 0.3931 -0.350
H 1.173 2.076 6.742 0.1659 -0.0924 -0.2036 0.149
H 1.314 0.366 6.483 -0.0481 0.0832 -0.0323 0.142
H -1.119 1.754 9.383 0.0508 0.0137 -0.0828 0.208
H -0.225 2.871 8.406 -0.0235 -0.0566 -0.0355 0.162
C -4.407 -9.069 -4.217 0.1656 0.0630 0.0230 0.611
O -4.609 -7.896 -3.941 -0.0222 -0.0090 0.0270 -0.639
N -5.413 -9.938 -4.520 -0.4534 -0.0393 -0.0545 -0.395
N -3.161 -9.612 -4.244 0.2201 0.0468 -0.0395 -0.276
H -5.260 -10.902 -4.747 0.0022 0.0512 0.0179 0.153
H -6.350 -9.577 -4.511 0.0821 -0.0465 -0.0026 0.233
H -2.390 -9.001 -4.025 -0.0556 -0.1108 0.0217 0.208
H -2.981 -10.573 -4.467 -0.0435 0.0340 0.0462 0.174
```
Forces are in eV/Å.

---

Q: The lowest strongest force on any atom belongs to which entry?
A: C24H57N25O14

---

Q: strongest force on any atom of number 1 (C24H57N)?
A: 9.7 eV/Å